[1]
The molecule CH5N3S in a non-equilibrium geometry. Source: the OMol25 dataset; level of theory: wB97M-V/def2-TZVPD.

## Properties
**SMILES**: N/N=C\NS
**LUMO energy**: 0.544 eV
**Kohn-Sham gap**: 8.67 eV
**HOMO energy**: -8.1269 eV

Cartesian coordinates (Å):
N: -0.66441 1.35158 -0.20193
N: -1.46903 0.22509 0.16721
C: -0.91928 -1.00739 -0.00719
N: 0.50529 -0.86079 -0.24566
S: 1.73324 0.34705 0.01139
H: -1.40254 2.18117 -0.00706
H: 0.23255 1.63501 -0.23458
H: -1.58217 -1.87606 0.45102
H: 1.06379 -1.56484 -1.04935
H: 2.50255 -0.43082 1.11615

Atomic partial charges in e from the Löwdin method, atoms 1 to 4: N -0.12; N -0.07; C -0.25; N -0.50

[2]
The molecule CH5N3S2 in a non-equilibrium geometry. Source: the OMol25 dataset; level of theory: wB97M-V/def2-TZVPD.

## Properties
**SMILES**: N=C(NS)NS
**LUMO energy**: 0.431 eV
**Kohn-Sham gap**: 9.57 eV
**HOMO energy**: -9.1374 eV

Cartesian coordinates (Å):
N: -0.10562 1.37190 -0.01561
C: 0.00339 0.06696 0.03421
N: -1.04725 -0.76775 -0.02468
S: -2.52930 0.09223 0.01991
N: 1.20380 -0.72305 -0.00540
S: 2.68134 0.15678 -0.16282
H: -1.07040 1.66030 0.08705
H: -0.98780 -1.64377 -0.57829
H: -2.30156 0.61527 -1.19859
H: 1.22819 -1.54074 0.63620
H: 2.92521 0.71187 1.20802

Atomic partial charges in e from the Löwdin method, atoms 1 to 4: N 0.06; C -0.70; N -0.38; S 0.79

[3]
The molecule CH5N3S2 in a non-equilibrium geometry. Source: the OMol25 dataset; level of theory: wB97M-V/def2-TZVPD.

## Properties
**SMILES**: N=C(NS)NS
**LUMO energy**: 0.451 eV
**Kohn-Sham gap**: 9.61 eV
**HOMO energy**: -9.1633 eV

Cartesian coordinates (Å):
N: 0.57611 -0.34721 1.21358
C: 0.06396 -0.11532 0.04587
N: -0.81846 0.90949 -0.19179
S: -1.60267 1.86559 1.00325
N: 0.44169 -0.80223 -1.06055
S: 1.67443 -2.07806 -0.93405
H: 0.21385 0.35494 1.84169
H: -0.65013 1.32492 -1.09521
H: -0.75145 2.88229 0.96287
H: -0.26856 -1.02960 -1.69292
H: 1.12124 -2.96480 -0.09276

Atomic partial charges in e from the Löwdin method, atoms 1 to 4: N 0.09; C -0.71; N -0.39; S 0.78

[4]
The molecule CH5N3S2 in a non-equilibrium geometry. Source: the OMol25 dataset; level of theory: wB97M-V/def2-TZVPD.

## Properties
**SMILES**: N=C(NS)NS
**LUMO energy**: 0.543 eV
**Kohn-Sham gap**: 9.82 eV
**HOMO energy**: -9.2728 eV

Cartesian coordinates (Å):
N: 1.32191 -0.13798 -0.38931
C: 0.11025 -0.00855 -0.04704
N: -0.82565 -1.00800 0.25610
S: -0.42167 -2.64411 0.24505
N: -0.52742 1.22567 0.01296
S: 0.39867 2.67069 -0.18255
H: 1.64183 -1.05717 -0.32148
H: -1.57442 -0.67259 0.83042
H: 0.30920 -2.74806 1.36666
H: -1.45931 1.21467 -0.41656
H: 1.00737 2.33147 -1.33504

Atomic partial charges in e from the Löwdin method, atoms 1 to 4: N 0.12; C -0.68; N -0.41; S 0.77

[5]
The molecule CH5N4P in a non-equilibrium geometry. Source: the OMol25 dataset; level of theory: wB97M-V/def2-TZVPD.

## Properties
**SMILES**: P[C@H]1N=NNN1
**LUMO energy**: 0.897 eV
**Kohn-Sham gap**: 9.20 eV
**HOMO energy**: -8.3074 eV

Cartesian coordinates (Å):
P: -1.13442 -1.18426 0.33772
C: 0.41046 -0.12563 -0.08482
N: 0.56839 -0.03801 -1.58451
N: 0.57811 1.11162 -1.93507
N: 0.29688 1.89948 -0.96190
N: 0.20977 1.30721 0.33132
H: -1.16067 -1.34396 -1.05953
H: -2.07507 0.05760 0.27692
H: 1.40679 -0.44879 0.44343
H: 0.26683 2.91122 -1.06877
H: -0.76434 1.51600 0.69972

Atomic partial charges in e from the Löwdin method, atoms 1 to 4: P 0.78; C -0.61; N -0.08; N -0.06

[6]
The molecule CH5N5 in a non-equilibrium geometry. Source: the OMol25 dataset; level of theory: wB97M-V/def2-TZVPD.

## Properties
**SMILES**: [H]/N=N/N/C=N\N
**LUMO energy**: 1.111 eV
**Kohn-Sham gap**: 9.77 eV
**HOMO energy**: -8.6589 eV

Cartesian coordinates (Å):
H: 1.30940 -0.04147 2.70412
N: 1.20649 -0.26528 1.71987
N: 1.09846 0.86737 1.20205
N: 0.55718 0.79546 -0.02439
C: 0.54182 -0.47626 -0.72124
N: -0.54959 -0.90577 -1.15957
N: -1.77395 -0.38909 -0.90394
H: 0.59449 1.59597 -0.50137
H: 1.36074 -1.11162 -0.54768
H: -2.49779 -0.50130 -1.48676
H: -1.84724 0.43199 -0.28109

Atomic partial charges in e from the Löwdin method, atoms 1 to 4: H 0.04; N 0.02; N -0.10; N -0.04

[7]
A cluster of 3 separate species, CH5N7 in total in a non-equilibrium geometry. Source: the OMol25 dataset; level of theory: wB97M-V/def2-TZVPD.

## Properties
**LUMO energy**: -0.857 eV
**Kohn-Sham gap**: 8.32 eV
**HOMO energy**: -9.1765 eV

Cartesian coordinates (Å):
C: 0.04667 -0.10166 0.77125
H: 2.54776 2.39937 0.37470
H: 2.30388 -0.25074 1.37158
H: -2.89667 -0.46984 -0.79336
H: -1.78397 -1.19086 -1.73672
H: -0.88496 -1.35380 1.76403
N: 2.42233 0.78069 0.09932
N: 0.94804 0.65986 0.04417
N: 0.76351 0.75160 -1.40596
N: -0.58677 0.57114 -1.48607
N: -1.05329 0.13206 -0.19385
N: -1.96710 -1.03083 -0.55714
N: 0.14058 -0.89700 1.74806

Atomic partial charges in e from the Löwdin method, atoms 1 to 4: C -0.49; H 0.20; H 0.25; H 0.10

[8]
A cluster of 2 separate species, CH5NO2 in total in a non-equilibrium geometry. Source: the OMol25 dataset; level of theory: wB97M-V/def2-TZVPD.

## Properties
**SMILES**: [NH3+][O-].C=O
**LUMO energy**: 0.663 eV
**Kohn-Sham gap**: 9.34 eV
**HOMO energy**: -8.6798 eV

Cartesian coordinates (Å):
N: -0.57233 0.67022 -1.09513
O: -1.34606 0.46963 -0.05724
H: -0.40042 -0.30524 -1.51228
H: -1.10815 1.34367 -1.83483
H: 0.42785 1.06418 -0.80423
C: 0.72240 -0.75922 1.29354
O: 1.38075 0.05240 0.68267
H: 0.94024 -1.93659 1.30783
H: -0.04427 -0.59905 2.01967

Atomic partial charges in e from the Löwdin method, atoms 1 to 4: N -0.16; O -0.32; H 0.16; H 0.20

[9]
A cluster of 2 separate species, CH5NO2Si in total in a non-equilibrium geometry. Source: the OMol25 dataset; level of theory: wB97M-V/def2-TZVPD.

## Properties
**LUMO energy (alpha / beta)**: -0.617 / -0.740 eV
**Kohn-Sham gap (alpha / beta)**: 9.00 / 8.49 eV
**HOMO energy (alpha / beta)**: -9.6157 / -9.2302 eV

Cartesian coordinates (Å):
C: 0.26741 0.66190 0.72091
N: -2.04644 -0.06502 0.26074
O: -2.36204 0.24825 -0.83749
O: -2.32507 -0.77652 1.13875
Si: 1.31570 -0.24156 -0.64326
H: 0.08944 1.68444 0.45048
H: 0.22774 0.31555 1.69926
H: 1.66295 -1.51032 0.23332
H: 0.60416 -0.71901 -1.99306
H: 2.56615 0.40230 -1.02964

Atomic partial charges in e from the Löwdin method, atoms 1 to 4: C -0.18; N -0.29; O 0.09; O 0.12

[10]
The molecule CH5NO2Si in a non-equilibrium geometry. Source: the OMol25 dataset; level of theory: wB97M-V/def2-TZVPD.

## Properties
**SMILES**: O=[N+]([O-])C[SiH3]
**LUMO energy**: 0.513 eV
**Kohn-Sham gap**: 11.38 eV
**HOMO energy**: -10.8712 eV

Cartesian coordinates (Å):
O: 2.61600 0.31017 -1.04391
N: 2.45972 0.19284 0.14928
O: 3.28138 0.05542 1.03227
C: 0.81838 0.24710 0.72417
Si: -0.56019 0.09946 -0.63392
H: 0.89105 -0.46860 1.49400
H: 0.75192 1.22034 0.96829
H: -0.33341 -1.12821 -1.43067
H: -1.95909 0.00812 0.09576
H: -0.74348 1.26003 -1.62758

Atomic partial charges in e from the Löwdin method, atoms 1 to 4: O 0.04; N -0.39; O 0.05; C -0.17

[11]
A structure of composition CH5NO3P2 in a non-equilibrium geometry. Source: the OMol25 dataset; level of theory: wB97M-V/def2-TZVPD.

## Properties
**LUMO energy (alpha / beta)**: 0.577 / -2.737 eV
**Kohn-Sham gap (alpha / beta)**: 5.53 / 7.44 eV
**2S+1**: 3
**⟨S²⟩**: 2.008
**HOMO energy (alpha / beta)**: -4.9517 / -10.1779 eV

Cartesian coordinates (Å):
C: 0.00522 0.02934 0.73822
N: 0.36939 -0.74964 -0.38030
O: 2.24743 0.96669 0.62324
O: 3.20976 -1.27102 0.48660
O: 0.68458 1.83775 -1.05541
P: 2.59579 -0.29625 -0.38934
P: 0.80197 1.70269 0.52966
H: -1.10610 0.06130 0.87773
H: 0.28234 -0.37621 1.62391
H: 0.23014 -1.78435 -0.37014
H: 1.12776 1.11383 -1.50586
H: 0.03263 -0.43717 -1.20093

Atomic partial charges in e from the Löwdin method, atoms 1 to 4: C -0.39; N -0.10; O -0.58; O -0.40

[12]
The molecule CH5NO3S in a non-equilibrium geometry. Source: the OMol25 dataset; level of theory: wB97M-V/def2-TZVPD.

## Properties
**SMILES**: NS(=O)(=O)CO
**LUMO energy**: 0.427 eV
**Kohn-Sham gap**: 11.06 eV
**HOMO energy**: -10.6329 eV

Cartesian coordinates (Å):
N: 1.34313 -0.63129 1.21013
S: 0.88569 -1.29268 -0.27924
O: 2.03350 -1.34205 -1.04428
O: 0.19966 -2.48428 0.08254
C: -0.28987 0.04752 -0.93187
O: -1.30167 -0.40289 -1.74745
H: 0.86233 -1.03844 1.93509
H: 1.16626 0.32286 1.03308
H: 0.28934 0.94763 -1.26234
H: -0.69715 0.29182 0.10821
H: -0.92762 -0.76171 -2.61252

Atomic partial charges in e from the Löwdin method, atoms 1 to 4: N -0.05; S 0.56; O -0.28; O -0.30

[13]
The ion CH5NOP with charge -1 in a non-equilibrium geometry. Source: the OMol25 dataset; level of theory: wB97M-V/def2-TZVPD.

## Properties
**SMILES**: CN=[PH2][O-]
**LUMO energy**: 4.694 eV
**Charge**: -1
**Kohn-Sham gap**: 7.68 eV
**HOMO energy**: -2.9902 eV

Cartesian coordinates (Å):
C: 0.98205 -0.32412 -0.03411
N: -0.40339 -0.37584 -0.36234
P: -1.45370 -0.39129 0.73171
O: -2.64505 -0.08565 -0.11196
H: 1.18484 0.68386 0.35574
H: 1.12378 -1.02005 0.73361
H: 1.63141 -0.61772 -0.88350
H: -1.44110 -1.52421 1.68597
H: -1.33104 0.65658 1.85447

Atomic partial charges in e from the Löwdin method, atoms 1 to 4: C -0.34; N -0.37; P 0.24; O -0.54

[14]
A cluster of 2 separate species, CH5NOP2 in total in a non-equilibrium geometry. Source: the OMol25 dataset; level of theory: wB97M-V/def2-TZVPD.

## Properties
**LUMO energy (alpha / beta)**: -0.644 / -1.175 eV
**Kohn-Sham gap (alpha / beta)**: 8.86 / 6.31 eV
**HOMO energy (alpha / beta)**: -9.5040 / -7.4845 eV

Cartesian coordinates (Å):
C: -0.41721 -0.67707 -1.36086
N: 1.43761 0.38890 0.60459
O: -1.40090 -0.36535 -0.34923
P: 1.62714 1.35760 1.79927
P: -1.38463 -0.97569 1.17759
H: 0.46150 -0.33932 -0.87182
H: -0.75095 0.03262 -2.17759
H: -0.45580 -1.74509 -1.57228
H: 2.65499 2.06067 1.17289
H: -1.77174 0.26273 1.57744

Atomic partial charges in e from the Löwdin method, atoms 1 to 4: C -0.17; N -0.40; O -0.66; P 0.66

[15]
The molecule CH5NOS in a non-equilibrium geometry. Source: the OMol25 dataset; level of theory: wB97M-V/def2-TZVPD.

## Properties
**SMILES**: NSCO
**LUMO energy**: 0.676 eV
**Kohn-Sham gap**: 9.47 eV
**HOMO energy**: -8.7934 eV

Cartesian coordinates (Å):
N: 1.01114 -0.25803 1.02226
S: -0.47799 0.59603 1.17217
C: -1.00072 0.11829 -0.71426
O: -0.03712 0.54758 -1.56890
H: 1.77496 0.29089 1.39360
H: 0.97410 -1.15107 1.50412
H: -1.93453 0.64435 -0.87598
H: -1.12000 -0.96319 -0.65850
H: 0.81015 0.17515 -1.27450

Atomic partial charges in e from the Löwdin method, atoms 1 to 4: N -0.40; S 0.72; C -0.46; O -0.11

[16]
The molecule CH5NOS in a non-equilibrium geometry. Source: the OMol25 dataset; level of theory: wB97M-V/def2-TZVPD.

## Properties
**LUMO energy**: 0.919 eV
**Kohn-Sham gap**: 10.19 eV
**HOMO energy**: -9.2701 eV

Cartesian coordinates (Å):
C: -0.70941 1.06885 -0.33864
N: 0.13217 -1.43197 0.20786
O: 1.88585 0.31265 0.34372
S: 0.80190 0.01477 -0.60254
H: -1.61561 0.43543 -0.39926
H: -0.76693 1.77217 -1.14826
H: -0.59963 1.38563 0.69765
H: 0.64074 -2.27648 0.06263
H: 0.23091 -1.28104 1.17684

Atomic partial charges in e from the Löwdin method, atoms 1 to 4: C -0.24; N -0.19; O -0.55; S 0.83

[17]
A cluster of 2 separate species, CH5NOS in total in a non-equilibrium geometry. Source: the OMol25 dataset; level of theory: wB97M-V/def2-TZVPD.

## Properties
**SMILES**: N=S.CO
**LUMO energy (alpha / beta)**: -1.279 / -1.282 eV
**Kohn-Sham gap (alpha / beta)**: 7.42 / 7.41 eV
**HOMO energy (alpha / beta)**: -8.7028 / -8.6949 eV

Cartesian coordinates (Å):
N: 1.90298 -1.29700 -0.11160
S: 2.85741 -0.82030 1.01543
H: 2.03585 -0.84580 -0.98291
C: -1.47708 0.58852 0.03750
O: -0.19186 0.19926 0.31909
H: -1.95133 0.12862 -0.82127
H: -2.02697 0.09980 0.89949
H: -1.67547 1.70763 0.02184
H: 0.52648 0.23926 -0.37756

Atomic partial charges in e from the Löwdin method, atoms 1 to 4: N -0.51; S 0.63; H -0.05; C -0.21

[18]
A cluster of 2 separate species, CH5NOS in total in a non-equilibrium geometry. Source: the OMol25 dataset; level of theory: wB97M-V/def2-TZVPD.

## Properties
**SMILES**: NC=O.S
**LUMO energy**: 0.773 eV
**Kohn-Sham gap**: 10.51 eV
**HOMO energy**: -9.7402 eV

Cartesian coordinates (Å):
N: 0.36445 -2.28002 1.04059
C: -0.39966 -2.19860 -0.12734
O: -1.50353 -1.70668 -0.26760
H: 0.09641 -1.90260 1.91810
H: 1.34383 -2.32430 0.92747
H: 0.16305 -2.64859 -1.06067
S: 0.49641 4.06679 -0.94968
H: -0.29026 3.92559 0.13287
H: -0.27070 5.06841 -1.61373

Atomic partial charges in e from the Löwdin method, atoms 1 to 4: N 0.10; C -0.40; O 0.00; H 0.08

[19]
A cluster of 2 separate species, CH5NOS2 in total. Source: the OMol25 dataset; level of theory: wB97M-V/def2-TZVPD.

## Properties
**SMILES**: NC=O.SS
**LUMO energy**: 0.398 eV
**Kohn-Sham gap**: 9.94 eV
**HOMO energy**: -9.5426 eV

Cartesian coordinates (Å):
N: 1.03315 0.22748 -2.21439
C: 1.53700 -0.91036 -1.68512
O: 0.89864 -1.66753 -0.98174
H: 0.24972 0.62686 -1.73072
H: 1.65603 0.88068 -2.66122
H: 2.58372 -1.16480 -1.90626
S: -0.13369 0.10181 1.84516
S: -1.45205 0.99173 0.51761
H: 0.38835 -0.78758 0.96091
H: -2.47987 0.14668 0.66832

Atomic partial charges in e from the Löwdin method, atoms 1 to 4: N 0.13; C -0.41; O -0.03; H 0.04

[20]
The molecule CH5NOSi in a non-equilibrium geometry. Source: the OMol25 dataset; level of theory: wB97M-V/def2-TZVPD.

## Properties
**LUMO energy (alpha / beta)**: 0.949 / -2.466 eV
**Kohn-Sham gap (alpha / beta)**: 6.55 / 7.94 eV
**2S+1**: 3
**⟨S²⟩**: 2.007
**HOMO energy (alpha / beta)**: -5.5959 / -10.4012 eV

Cartesian coordinates (Å):
C: 0.99990 -0.34670 -0.11470
N: 1.59627 0.29651 0.94938
O: 1.74674 -0.90620 -0.99650
Si: -0.83908 -0.73582 0.02562
H: 2.63910 0.17397 1.10896
H: 1.19902 0.48043 1.90437
H: -1.86799 0.06797 0.75357
H: -1.32722 -0.43017 -1.23904
H: -0.72919 -2.07302 0.67513

Atomic partial charges in e from the Löwdin method, atoms 1 to 4: C -0.71; N 0.01; O 0.07; Si 0.67